Entry 1:
{"formula": "C5H8Cl7CrO3", "method": "ωB97M-V/def2-TZVPD", "species": ["Cr", "Cl", "C", "O", "C", "O", "O", "C", "H", "H", "H", "H", "H", "H", "C", "Cl", "Cl", "Cl", "H", "C", "Cl", "Cl", "Cl", "H"], "coordinates": [[2.019, 0.058, -2.317], [-0.368, -0.363, -1.765], [0.639, 1.454, 1.551], [1.833, 0.830, 1.979], [2.635, 0.236, 1.099], [2.485, 0.265, -0.134], [3.631, -0.356, 1.693], [4.718, -0.907, 0.868], [0.927, 2.383, 1.061], [0.134, 1.707, 2.483], [-0.012, 0.830, 0.938], [5.498, -1.308, 1.517], [5.140, -0.184, 0.171], [4.353, -1.690, 0.203], [-3.735, 0.442, -3.143], [-4.975, -0.728, -3.605], [-4.355, 1.639, -1.957], [-3.144, 1.260, -4.597], [-2.969, -0.170, -2.665], [-2.910, -1.061, 1.270], [-3.913, 0.393, 1.540], [-3.738, -2.611, 1.301], [-1.410, -1.147, 2.237], [-2.481, -0.972, 0.272]], "lowdin_charge": [1.0655, -0.0598, -0.0558, 0.0465, -0.5443, -0.0605, 0.0754, 0.0295, 0.1106, 0.1097, 0.0239, 0.1160, 0.0983, 0.0938, -1.4900, 0.7349, 0.7508, 0.7229, -0.0421, -1.5115, 0.6197, 0.6136, 0.5944, -0.0415], "s2": 8.793, "energy_ha": -4686.0680, "orbital_gap_ev": [6.61, 3.01], "spin_multiplicity": 6, "lumo_energy_ev": [-9.87, -13.07], "mol_weight_g_mol": 416.28, "total_charge": 2, "homo_ev": [-16.47, -16.08]}

***

Entry 2:
{"formula": "C5H8ClN", "method": "ωB97M-V/def2-TZVPD", "species": ["C", "C", "C", "C", "C", "N", "Cl", "H", "H", "H", "H", "H", "H", "H", "H"], "coordinates": [[-2.353, -0.783, 1.019], [-1.733, -1.314, -0.055], [-0.467, -1.573, -0.338], [1.473, 1.975, -0.646], [1.372, 1.004, 0.391], [0.400, -2.402, -0.523], [2.468, -0.313, 0.411], [-3.266, -0.241, 0.815], [-1.973, -0.813, 2.030], [-2.275, -1.212, -0.956], [0.982, 1.698, -1.585], [0.865, 2.837, -0.319], [2.564, 2.408, -0.800], [0.481, 0.920, 1.080], [1.462, -2.191, -0.524]], "lowdin_charge": [-0.0026, -0.2315, -0.2190, -0.2298, -0.6388, 0.1151, 0.6337, 0.0477, 0.0525, 0.0979, 0.0738, 0.0740, 0.1197, 0.0759, 0.0313], "energy_ha": -710.0740, "orbital_gap_ev": [7.06, 8.00], "relative_energy_kcal_mol": 111.9, "lumo_energy_ev": [0.10, 0.01], "mol_weight_g_mol": 117.58, "homo_ev": [-6.96, -7.99]}

***

Entry 3:
{"formula": "C5H8ClN2", "method": "ωB97M-V/def2-TZVPD", "species": ["C", "C", "C", "C", "C", "N", "N", "Cl", "H", "H", "H", "H", "H", "H", "H", "H"], "coordinates": [[0.751, 1.065, -0.043], [-0.059, -0.897, 0.130], [-0.727, 1.228, 0.038], [3.624, -0.331, -0.839], [-2.501, -0.586, 0.267], [1.082, -0.188, 0.014], [-1.141, -0.148, 0.141], [4.739, -0.028, 0.290], [1.486, 1.842, -0.129], [-0.053, -1.969, 0.208], [-1.035, 1.811, 0.917], [-1.158, 1.732, -0.838], [3.558, -1.415, -1.056], [-2.774, -1.232, -0.571], [-3.166, 0.273, 0.282], [-2.626, -1.156, 1.189]], "lowdin_charge": [0.0065, -0.0026, -0.0549, -0.5431, 0.0160, 0.1091, -0.0884, 0.6208, 0.1370, 0.1689, 0.1737, 0.1737, -0.0575, 0.1161, 0.1096, 0.1150], "energy_ha": -764.6082, "orbital_gap_ev": 5.82, "relative_energy_kcal_mol": 107.1, "lumo_energy_ev": -5.51, "mol_weight_g_mol": 131.59, "total_charge": 1, "homo_ev": -11.33}

***

Entry 4:
{"formula": "C5H8ClO3", "method": "ωB97M-V/def2-TZVPD", "species": ["O", "O", "H", "C", "C", "C", "C", "Cl", "C", "O", "H", "H", "H", "H", "H", "H", "H"], "coordinates": [[4.404, 1.623, 2.406], [3.482, 1.684, 3.422], [3.803, 1.827, 1.693], [3.472, 2.589, -1.669], [4.890, 2.972, -1.972], [5.036, 4.143, -2.621], [6.361, 4.597, -3.118], [6.191, 5.943, -4.177], [6.020, 2.169, -1.295], [3.106, 1.421, -1.777], [2.919, 3.529, -1.267], [4.239, 4.917, -2.744], [7.097, 4.774, -2.325], [6.743, 3.737, -3.663], [5.646, 1.500, -0.504], [6.572, 1.599, -2.079], [6.744, 2.807, -0.734]], "lowdin_charge": [-0.0356, -0.0449, 0.0700, -0.2815, -0.2732, -0.1790, -0.6766, 0.6165, -0.0379, 0.1428, 0.1730, 0.1105, 0.0829, 0.0779, 0.0712, 0.0936, 0.0903], "s2": 3.771, "energy_ha": -880.8974, "orbital_gap_ev": [7.20, 6.77], "spin_multiplicity": 4, "lumo_energy_ev": [0.49, -2.99], "mol_weight_g_mol": 151.57, "homo_ev": [-6.71, -9.76]}

***

Entry 5:
{"formula": "C5H8ClOPS", "method": "ωB97M-V/def2-TZVPD", "species": ["C", "C", "C", "C", "C", "O", "P", "S", "Cl", "H", "H", "H", "H", "H", "H", "H", "H"], "coordinates": [[-0.842, -0.268, 1.276], [0.122, -0.600, 0.418], [-0.056, -0.098, -0.997], [1.348, -1.363, 0.773], [0.988, 0.986, -1.300], [-1.342, 0.398, -1.191], [-2.196, 0.637, 0.512], [-4.040, 0.102, 0.591], [-1.869, 2.568, 0.849], [-0.878, -0.538, 2.315], [0.073, -0.936, -1.698], [2.196, -0.682, 0.846], [1.577, -2.100, 0.008], [1.224, -1.862, 1.730], [0.854, 1.821, -0.615], [0.845, 1.344, -2.317], [1.996, 0.591, -1.200]], "lowdin_charge": [-0.2025, -0.3121, -0.4633, -0.0326, -0.0276, -0.2826, 0.0120, 0.2277, 0.3408, 0.0866, 0.1543, 0.0895, 0.0905, 0.0847, 0.0753, 0.0840, 0.0753], "energy_ha": -1470.3320, "orbital_gap_ev": 9.96, "relative_energy_kcal_mol": 0.0, "lumo_energy_ev": 0.64, "mol_weight_g_mol": 182.61, "homo_ev": -9.31}

***

Entry 6:
{"formula": "C5H8CoO3", "method": "ωB97M-V/def2-TZVPD", "species": ["O", "C", "C", "H", "H", "H", "H", "O", "O", "C", "C", "C", "H", "H", "H", "H", "Co"], "coordinates": [[1.081, -0.073, 1.255], [1.601, -0.457, 2.388], [2.280, 0.598, 3.212], [2.190, -1.395, 2.328], [2.567, 0.155, 4.178], [3.213, 0.936, 2.726], [1.629, 1.465, 3.389], [-0.637, 0.277, -1.018], [-1.325, -1.336, 0.375], [-1.853, 0.155, -1.862], [-1.389, 0.125, -3.308], [-0.416, -0.514, 0.037], [-2.381, 1.109, -1.692], [-2.265, 0.176, -3.973], [-0.734, 0.980, -3.558], [-0.842, -0.797, -3.554], [-2.720, -1.404, -0.923]], "lowdin_charge": [-0.0268, -0.1052, -0.0412, 0.1417, 0.0878, 0.1119, 0.0954, -0.0422, -0.0962, -0.3285, -0.1075, -0.1722, 0.1046, 0.0862, 0.0960, 0.0801, 1.1160], "s2": 6.017, "energy_ha": -1803.2995, "orbital_gap_ev": [7.28, 8.03], "relative_energy_kcal_mol": 61.6, "spin_multiplicity": 5, "lumo_energy_ev": [-5.09, -6.16], "mol_weight_g_mol": 175.05, "total_charge": 1, "homo_ev": [-12.37, -14.19]}

***

Entry 7:
{"formula": "C5H8CuLiO4", "method": "ωB97M-V/def2-TZVPD", "species": ["C", "C", "O", "Li", "H", "H", "H", "H", "O", "C", "C", "O", "O", "C", "Cu", "H", "H", "H", "H"], "coordinates": [[-0.326, -3.103, 1.151], [0.991, -2.622, 0.571], [0.956, -1.293, 0.138], [2.032, -0.514, -1.113], [-0.225, -4.115, 1.566], [-0.656, -2.447, 1.972], [-1.100, -3.144, 0.367], [1.265, -3.274, -0.306], [0.729, 1.062, -1.088], [-1.599, 1.788, 0.731], [0.500, 2.188, -1.519], [-2.569, 1.839, 1.461], [-1.605, 2.795, -0.241], [-0.494, 3.165, -1.001], [-0.150, 0.160, 0.564], [1.211, 2.627, -2.243], [-0.869, 3.703, -1.887], [0.136, 3.909, -0.469], [1.773, -2.725, 1.346]], "lowdin_charge": [-0.0888, -0.3969, -0.4693, 0.7987, 0.0874, 0.0756, 0.0840, 0.1240, -0.0766, -0.2684, -0.1028, 0.1077, -0.0226, -0.1455, 0.6812, 0.1616, 0.1630, 0.1724, 0.1152], "s2": 0.755, "energy_ha": -2144.0162, "orbital_gap_ev": [8.75, 6.59], "spin_multiplicity": 2, "lumo_energy_ev": [-4.64, -6.33], "mol_weight_g_mol": 202.60, "total_charge": 1, "homo_ev": [-13.39, -12.92]}

***

Entry 8:
{"formula": "C5H8ErNaO5", "method": "ωB97M-V/def2-TZVPD", "species": ["C", "O", "O", "Na", "O", "C", "C", "O", "C", "C", "O", "Er", "H", "H", "H", "H", "H", "H", "H", "H"], "coordinates": [[-1.749, 0.511, 3.257], [-2.237, -0.035, 4.257], [-2.277, 0.510, 2.107], [-2.029, -0.178, 6.389], [0.095, -1.564, 0.623], [1.372, -1.678, 0.198], [1.818, -0.571, -0.669], [0.901, 0.205, -1.028], [0.788, 1.114, -2.167], [-0.594, 0.765, -2.733], [-1.533, 0.638, -1.733], [-1.481, -0.360, 0.054], [1.601, -2.578, -0.430], [2.139, -1.751, 1.007], [2.804, -0.523, -1.152], [-0.750, 1.034, 3.368], [1.632, 0.943, -2.846], [0.817, 2.114, -1.721], [-0.479, -0.166, -3.326], [-0.838, 1.570, -3.454]], "lowdin_charge": [-0.4993, -0.0852, -0.1814, 0.8693, -0.3139, -0.2719, 0.0684, -0.0410, -0.0298, -0.2818, -0.3584, 1.8184, 0.1866, 0.1745, 0.1936, 0.1478, 0.1571, 0.1566, 0.1395, 0.1507], "s2": 3.753, "energy_ha": -1748.3948, "orbital_gap_ev": [8.54, 8.54], "spin_multiplicity": 4, "lumo_energy_ev": [-8.09, -8.09], "mol_weight_g_mol": 338.36, "total_charge": 2, "homo_ev": [-16.63, -16.63]}